[1]
C2H15NO4 | ωB97M-V/def2-TZVPD

Cartesian coordinates (Å):
C (-1.846, -1.794, 2.105)
N (-0.922, -1.568, 0.883)
C (-1.333, -2.386, -0.233)
H (-2.843, -1.981, 1.805)
H (-1.562, -2.591, 2.780)
H (-1.719, -0.764, 2.517)
H (0.077, -1.622, 1.055)
H (-0.388, -2.787, -0.688)
H (-1.961, -1.669, -0.865)
H (-2.227, -3.083, -0.185)
O (2.419, -1.241, 0.520)
H (2.553, -0.851, -0.325)
H (3.263, -1.341, 0.869)
O (2.716, 2.588, -0.506)
H (2.282, 1.740, -0.823)
H (2.731, 2.949, -1.471)
O (-1.875, 2.682, -1.758)
H (-1.029, 2.650, -1.963)
H (-2.234, 3.445, -2.261)
O (0.346, 1.008, -0.452)
H (-0.096, 0.053, -0.322)
H (-0.163, 1.611, 0.043)

Its SMILES is CNC.O.O.O.O. Its largest force on an atom is 6.927 eV Å⁻¹. For the HOMO-LUMO gap, the calculation gives 0.339 hartree. As for the energy above the lowest of the compared OMol25 structures with the same formula, charge and spin: 65.8 kcal/mol. For the HOMO energy, the calculation gives -8.61 eV. The calculation puts the LUMO energy at 0.023 Eh.

These are the Löwdin partial charges, in e, on atoms 1 to 2: -0.0801, -0.2010

=====

[2]
C2H15NO4 | ωB97M-V/def2-TZVPD

Cartesian coordinates (Å):
C (-0.121, -2.643, -0.389)
C (0.202, -1.760, 0.843)
N (0.399, -0.420, 0.392)
H (0.526, -2.627, -1.290)
H (-1.189, -2.361, -0.738)
H (-0.233, -3.726, -0.112)
H (1.111, -2.015, 1.407)
H (-0.754, -1.639, 1.339)
H (0.554, 0.089, 1.306)
H (-0.480, -0.025, 0.007)
O (-2.286, 1.119, 5.695)
H (-2.375, 0.132, 5.519)
H (-2.101, 1.459, 4.821)
O (1.336, 2.832, -2.824)
H (1.537, 1.814, -2.775)
H (1.857, 3.275, -3.532)
O (-1.200, 1.703, -1.659)
H (-1.887, 2.420, -1.640)
H (-0.562, 2.397, -1.817)
O (1.749, 0.064, -1.886)
H (2.695, -0.069, -1.697)
H (1.222, -0.017, -0.971)

Its SMILES is CCN.O.O.O.O. Its largest force on an atom is 3.284 eV Å⁻¹. For the HOMO-LUMO gap, the calculation gives 0.373 hartree. As for the energy above the lowest of the compared OMol25 structures with the same formula, charge and spin: 35.7 kcal/mol. For the HOMO energy, the calculation gives -9.89 eV. The calculation puts the LUMO energy at 0.009 Eh.

These are the Löwdin partial charges, in e, on atoms 1 to 2: -0.1059, -0.3317

=====

[3]
C2H15NO4 | ωB97M-V/def2-TZVPD

Cartesian coordinates (Å):
C (2.287, -0.358, 0.018)
C (1.317, 0.093, -1.086)
N (0.005, 0.353, -0.536)
H (2.772, 0.501, 0.483)
H (3.093, -0.920, -0.452)
H (1.797, -0.948, 0.786)
H (1.194, -0.815, -1.696)
H (1.615, 0.913, -1.759)
H (-0.614, 0.495, -1.347)
H (0.019, 1.163, 0.129)
H (-2.705, 0.641, -3.980)
H (-1.478, -0.209, -4.137)
O (-2.043, 0.180, -3.443)
H (-1.111, -0.790, 2.236)
H (-1.484, -0.094, 3.554)
O (-0.728, -0.270, 2.959)
H (0.089, 1.033, 2.281)
H (0.631, 2.348, 2.769)
O (0.520, 1.847, 1.975)
H (-2.261, -2.229, 0.185)
H (-1.135, -1.247, 0.257)
O (-1.780, -1.687, 0.802)

Its largest force on an atom is 4.257 eV Å⁻¹. For the HOMO-LUMO gap (alpha / beta), the calculation gives 0.428 / 0.216 hartree. As for the energy above the lowest of the compared OMol25 structures with the same formula, charge and spin: 12.0 kcal/mol. The total charge is +1. For the HOMO energy (alpha / beta), the calculation gives -14.78 / -14.78 eV. The calculation puts the LUMO energy (alpha / beta) at -0.115 / -0.327 Eh. Its spin multiplicity is 2.

These are the Löwdin partial charges, in e, on atoms 1 to 2: -0.0494, -0.1994

=====

[4]
C2H15NO4S | ωB97M-V/def2-TZVPD

Cartesian coordinates (Å):
N (-1.311, -0.654, 1.070)
C (-0.870, -1.334, -0.250)
C (0.363, -2.068, 0.105)
S (1.160, -3.040, -1.189)
H (-1.934, 0.166, 0.844)
H (-1.891, -1.338, 1.607)
H (-0.756, -0.592, -1.024)
H (-1.660, -2.009, -0.673)
H (1.120, -1.484, 0.688)
H (0.255, -2.795, 0.986)
H (2.000, -2.084, -1.649)
O (-2.122, 1.584, -0.669)
H (-1.496, 2.277, -0.420)
H (-2.983, 1.969, -0.472)
O (1.724, 0.475, -1.751)
H (2.365, 0.884, -2.330)
H (1.629, 1.109, -1.024)
O (0.536, 0.920, 1.985)
H (1.363, 0.445, 2.122)
H (-0.155, 0.227, 1.764)
O (0.672, 2.470, -0.222)
H (1.406, 3.048, -0.011)
H (0.584, 1.826, 0.513)

Its SMILES is NCCS.O.O.O.O. Its largest force on an atom is 3.473 eV Å⁻¹. For the HOMO-LUMO gap, the calculation gives 0.346 hartree. As for the energy above the lowest of the compared OMol25 structures with the same formula, charge and spin: 5.5 kcal/mol. For the HOMO energy, the calculation gives -8.84 eV. The calculation puts the LUMO energy at 0.021 Eh.

These are the Löwdin partial charges, in e, on atoms 1 to 2: -0.0335, -0.2951

=====

[5]
C2H16INO8 | ωB97M-V/def2-TZVPD

Cartesian coordinates (Å):
C (-0.078, 1.083, 0.035)
N (0.761, -0.109, -0.195)
C (0.654, -0.723, -1.425)
O (0.191, -1.824, -1.653)
O (1.054, 0.027, -2.487)
I (2.517, 1.360, -2.319)
H (-0.942, 0.793, 0.633)
H (0.477, 1.869, 0.552)
H (-0.434, 1.482, -0.916)
H (0.588, -0.799, 0.526)
O (4.514, -1.704, -2.337)
H (5.209, -2.238, -2.732)
H (3.710, -2.223, -2.442)
O (0.454, -3.819, 0.672)
H (0.427, -3.010, 0.141)
H (0.202, -4.497, 0.036)
O (-1.724, -2.153, 2.127)
H (-1.317, -2.764, 1.497)
H (-2.669, -2.264, 1.993)
O (-2.708, 1.470, 2.020)
H (-3.014, 0.560, 2.071)
H (-2.564, 1.725, 2.944)
O (-2.522, 2.145, 4.843)
H (-1.813, 2.227, 5.487)
H (-3.274, 2.618, 5.211)
O (1.076, 3.742, -4.945)
H (0.392, 4.213, -4.461)
H (0.834, 2.813, -4.877)

Its SMILES is CNC(=O)OI.O.O.O.O.O.O. Its largest force on an atom is 0.788 eV Å⁻¹. For the HOMO-LUMO gap, the calculation gives 0.321 hartree. For the HOMO energy, the calculation gives -9.65 eV. The calculation puts the LUMO energy at -0.034 Eh.

These are the Löwdin partial charges, in e, on atoms 1 to 2: -0.0876, -0.0201

=====

[6]
C2H16N2O4 | ωB97M-V/def2-TZVPD

Cartesian coordinates (Å):
C (-0.395, 0.578, -1.668)
C (-1.004, -0.890, -1.354)
N (-0.506, -1.343, -0.112)
N (-1.460, 1.455, -1.196)
H (0.440, 0.767, -0.992)
H (-0.174, 0.638, -2.729)
H (-2.070, -0.698, -1.234)
H (-0.812, -1.560, -2.194)
H (-1.090, -1.513, 0.716)
H (0.351, -0.906, 0.227)
H (-1.159, 2.392, -0.973)
H (-2.248, 1.443, -1.830)
H (-1.960, 0.564, 0.467)
H (-2.923, 0.763, 1.691)
O (-2.470, 0.104, 1.157)
H (1.020, -0.039, 2.362)
H (2.212, -0.879, 2.245)
O (1.860, -0.157, 2.799)
H (2.254, 1.238, 0.243)
H (1.433, 2.381, 1.106)
O (1.642, 1.961, 0.273)
H (1.770, -2.091, -0.218)
H (3.063, -2.342, 0.634)
O (2.227, -1.865, 0.580)

Its largest force on an atom is 2.204 eV Å⁻¹. For the HOMO-LUMO gap (alpha / beta), the calculation gives 0.415 / 0.225 hartree. As for the energy above the lowest of the compared OMol25 structures with the same formula, charge and spin: 19.1 kcal/mol. The total charge is +1. For the HOMO energy (alpha / beta), the calculation gives -14.40 / -14.39 eV. The calculation puts the LUMO energy (alpha / beta) at -0.115 / -0.303 Eh. Its spin multiplicity is 2.

These are the Löwdin partial charges, in e, on atoms 1 to 2: -0.1575, -0.1298

=====

[7]
C2H16NO4 | ωB97M-V/def2-TZVPD

Cartesian coordinates (Å):
C (-2.214, 1.036, -0.347)
C (-1.840, -0.376, -0.638)
N (-0.336, -0.405, -0.508)
H (-3.191, 1.399, -0.695)
H (-1.940, 1.401, 0.654)
H (-1.636, 1.709, -1.011)
H (-2.192, -1.187, 0.052)
H (-2.050, -0.587, -1.714)
H (0.187, -1.323, -0.605)
H (-0.003, 0.038, 0.369)
H (0.179, 0.139, -1.204)
H (0.837, 1.172, 2.919)
H (0.771, -0.274, 3.112)
O (0.801, 0.375, 2.381)
H (3.004, -0.826, -1.862)
H (3.310, -0.192, -0.509)
O (2.642, -0.699, -0.982)
H (-0.455, -2.900, 1.099)
H (-0.145, -3.858, 0.005)
O (-0.159, -2.867, 0.179)
H (1.859, 2.950, -0.841)
H (1.272, 2.925, 0.461)
O (1.299, 2.351, -0.314)

Its largest force on an atom is 3.001 eV Å⁻¹. For the HOMO-LUMO gap, the calculation gives 0.444 hartree. As for the energy above the lowest of the compared OMol25 structures with the same formula, charge and spin: 17.8 kcal/mol. The total charge is +1. For the HOMO energy, the calculation gives -14.86 eV. The calculation puts the LUMO energy at -0.102 Eh.

These are the Löwdin partial charges, in e, on atoms 1 to 2: -0.0963, -0.1927

=====

[8]
C2H16NO4 | ωB97M-V/def2-TZVPD

Cartesian coordinates (Å):
C (1.511, -0.501, 1.088)
N (0.257, 0.307, 0.595)
C (-0.191, 1.381, 1.661)
H (1.625, -1.348, 0.307)
H (2.308, 0.189, 1.176)
H (1.357, -1.047, 2.042)
H (-0.708, -0.219, 0.448)
H (0.542, 0.677, -0.281)
H (-1.280, 1.168, 1.857)
H (0.145, 2.229, 1.217)
H (0.329, 1.174, 2.556)
H (0.638, -1.270, -2.559)
H (1.227, -0.987, -1.226)
O (0.767, -0.388, -1.944)
H (3.189, -2.752, -0.712)
H (1.678, -3.022, -1.195)
O (2.427, -2.388, -1.212)
H (-3.466, -1.090, 0.012)
H (-3.113, 0.426, -0.267)
O (-2.781, -0.461, -0.148)
H (-2.538, 3.364, -1.162)
H (-1.839, 2.019, -1.512)
O (-2.085, 2.536, -0.742)

Its largest force on an atom is 4.390 eV Å⁻¹. For the HOMO-LUMO gap (alpha / beta), the calculation gives 0.391 / 0.118 hartree. As for the energy above the lowest of the compared OMol25 structures with the same formula, charge and spin: 58.7 kcal/mol. The total charge is +2. For the HOMO energy (alpha / beta), the calculation gives -18.55 / -18.55 eV. The calculation puts the LUMO energy (alpha / beta) at -0.291 / -0.564 Eh. Its spin multiplicity is 2.

These are the Löwdin partial charges, in e, on atoms 1 to 2: 0.0400, -0.0386

=====

[9]
C2H16O5S | ωB97M-V/def2-TZVPD

Cartesian coordinates (Å):
C (2.929, 0.979, 0.636)
S (1.910, 1.074, -0.827)
C (2.471, -0.389, -1.754)
H (2.940, -0.043, 1.033)
H (2.795, 1.507, 1.587)
H (3.969, 1.160, 0.304)
H (3.281, -0.076, -2.432)
H (2.951, -1.034, -0.994)
H (1.749, -0.903, -2.378)
O (-0.701, 0.404, 2.603)
H (-0.243, -0.254, 2.061)
H (-0.913, -0.101, 3.403)
O (-1.805, 2.245, -1.320)
H (-2.506, 2.242, -0.636)
H (-0.997, 2.359, -0.808)
O (-1.793, -1.061, -1.084)
H (-1.036, -0.459, -1.127)
H (-2.474, -0.618, -0.568)
O (-2.857, 1.221, 0.877)
H (-3.776, 1.060, 1.082)
H (-2.059, 0.909, 1.314)
O (-0.936, -3.431, -0.195)
H (-1.571, -4.142, -0.124)
H (-1.327, -2.651, -0.651)

Its SMILES is CSC.O.O.O.O.O. Its largest force on an atom is 2.587 eV Å⁻¹. For the HOMO-LUMO gap, the calculation gives 0.333 hartree. As for the energy above the lowest of the compared OMol25 structures with the same formula, charge and spin: 28.4 kcal/mol. For the HOMO energy, the calculation gives -8.79 eV. The calculation puts the LUMO energy at 0.010 Eh.

These are the Löwdin partial charges, in e, on atoms 1 to 2: -0.4670, 0.7224

=====

[10]
C2H16O5S | ωB97M-V/def2-TZVPD

Cartesian coordinates (Å):
C (-1.382, 0.341, 2.727)
S (-1.937, 0.038, 0.981)
C (-2.446, 1.761, 0.531)
H (-0.615, 1.122, 2.925)
H (-1.101, -0.726, 2.857)
H (-2.000, 0.639, 3.473)
H (-3.501, 1.868, 0.464)
H (-1.897, 2.574, 0.848)
H (-2.166, 1.794, -0.587)
O (2.227, -0.883, 1.559)
H (2.237, 0.068, 1.395)
H (2.904, -1.160, 2.210)
O (-0.439, -2.308, -1.728)
H (0.315, -2.539, -1.241)
H (-1.239, -2.234, -1.088)
O (0.786, 0.552, -2.106)
H (-0.024, 0.209, -1.776)
H (1.371, -0.173, -2.023)
O (2.023, -2.167, -1.069)
H (2.985, -2.662, -1.270)
H (2.061, -1.956, -0.163)
O (1.767, 2.914, -1.363)
H (2.383, 3.047, -2.080)
H (1.341, 2.053, -1.538)

Its SMILES is CSC.O.O.O.O.O. Its largest force on an atom is 5.834 eV Å⁻¹. For the HOMO-LUMO gap, the calculation gives 0.331 hartree. As for the energy above the lowest of the compared OMol25 structures with the same formula, charge and spin: 46.8 kcal/mol. For the HOMO energy, the calculation gives -8.84 eV. The calculation puts the LUMO energy at 0.006 Eh.

These are the Löwdin partial charges, in e, on atoms 1 to 2: -0.4091, 0.7411

=====

Q: Which formula does entry 4 have?
A: C2H15NO4S